Entry from OMol25: a molecular structure, C32H52BaNP2S3 (the ωB97M-V functional and the def2-TZVPD basis).

Structure (XYZ):
```
91
Properties=species:S:1:pos:R:3:mulliken_charge:R:1
Ba -0.6538 -0.4736 0.0245 1.550
C -1.4412 4.0251 2.7665 -1.587
C -0.2217 3.1118 2.6467 0.832
C 0.8539 3.4503 3.6742 -1.475
P -0.7742 1.3463 2.5936 0.575
C -1.7957 1.0370 4.1094 0.467
C -2.2721 -0.4216 4.1061 -1.330
C -1.2721 1.4764 5.4798 -1.583
C 0.7940 0.3896 2.7512 1.754
C 1.1779 -0.3809 3.8597 -0.726
C 2.4119 -1.0018 3.9354 0.221
C 2.8156 -1.8018 5.1441 -1.745
C 3.2918 -0.8491 2.8581 -1.001
C 2.9308 -0.1285 1.7410 -0.215
C 1.6753 0.4980 1.6525 -0.905
N 1.2296 1.1010 0.4737 0.594
C 1.8800 2.1875 -0.0675 -2.065
C 2.8034 2.9779 0.6295 -0.225
C 3.3022 4.1470 0.0756 -1.059
C 2.9111 4.5892 -1.1813 0.406
C 3.4288 5.8748 -1.7702 -1.639
C 2.0324 3.7801 -1.8952 -0.070
C 1.5410 2.5865 -1.3844 0.345
P 0.5221 1.4047 -2.3182 0.582
C 1.7809 0.2082 -3.0252 0.790
C 1.8267 -1.0874 -2.2110 -0.981
C 3.1847 0.7861 -3.1735 -1.529
C -0.1275 2.2994 -3.8095 0.255
C -1.3439 1.5259 -4.3288 -1.422
C 0.8366 2.5603 -4.9681 -1.642
H -1.1367 5.0629 2.6223 0.467
H -1.9044 3.9568 3.7530 0.285
H -2.2006 3.7937 2.0167 0.389
H 0.2097 3.2517 1.6517 -0.215
H 0.4685 3.4352 4.6933 0.289
H 1.2366 4.4544 3.4795 0.466
H 1.6949 2.7591 3.6223 0.234
H -2.6833 1.6438 3.8978 0.553
H -1.4618 -1.1259 4.2968 0.193
H -2.7302 -0.6850 3.1471 0.169
H -3.0264 -0.5753 4.8794 0.502
H -0.2673 1.1191 5.6958 0.210
H -1.9364 1.0991 6.2606 0.516
H -1.2578 2.5615 5.5670 0.306
H 0.5095 -0.4791 4.7032 0.112
H 2.0081 -1.8508 5.8738 0.357
H 3.6830 -1.3572 5.6343 0.346
H 3.0864 -2.8225 4.8701 0.373
H 4.2691 -1.3168 2.9008 0.437
H 3.6161 -0.0249 0.9069 0.546
H 3.1091 2.6852 1.6264 0.366
H 4.0029 4.7415 0.6515 0.330
H 4.0428 6.4149 -1.0506 0.372
H 2.6116 6.5328 -2.0705 0.353
H 4.0416 5.6907 -2.6549 0.326
H 1.7314 4.1052 -2.8835 0.431
H 1.3876 -0.0413 -4.0173 0.601
H 2.1127 -0.8856 -1.1733 0.084
H 2.5651 -1.7775 -2.6237 0.496
H 0.8675 -1.6183 -2.2358 0.008
H 3.6164 0.9993 -2.1936 0.227
H 3.1949 1.7156 -3.7391 0.264
H 3.8319 0.0690 -3.6837 0.498
H -0.4751 3.2588 -3.4112 0.546
H -1.0420 0.5395 -4.6973 0.201
H -1.8005 2.0523 -5.1691 0.504
H -2.1031 1.3861 -3.5579 0.293
H 1.1819 1.6256 -5.4138 0.316
H 1.7138 3.1354 -4.6831 0.253
H 0.3165 3.1149 -5.7516 0.501
C -5.4154 -2.1330 -0.1373 -0.604
C -5.1433 -1.4223 -1.4551 -0.892
S -3.4319 -0.8609 -1.7011 0.047
C -2.7909 -1.9335 -3.0144 -0.364
C -2.4892 -3.3745 -2.6307 -0.704
S -1.2315 -3.5229 -1.3239 -0.069
C -2.0718 -4.4045 0.0205 -0.807
C -3.1807 -3.6726 0.7702 -0.003
S -4.8142 -3.8365 -0.0215 -0.147
H -6.4959 -2.2138 -0.0060 0.437
H -5.0439 -1.5578 0.7119 0.191
H -5.7638 -0.5278 -1.5206 0.508
H -5.3987 -2.0622 -2.2997 0.385
H -1.8864 -1.4254 -3.3590 -0.031
H -3.4959 -1.9041 -3.8469 0.492
H -2.1059 -3.9021 -3.5045 0.538
H -3.3848 -3.8866 -2.2865 0.315
H -1.2571 -4.6386 0.7096 0.450
H -2.4298 -5.3588 -0.3669 0.406
H -2.9626 -2.6096 0.8803 -0.329
H -3.2619 -4.0980 1.7713 0.506
```

Its LUMO energy is -2.429 eV. The net charge is +1. The frontier orbital gap comes out at 0.2402 Eh. The calculation puts the energy above the lowest of the compared OMol25 structures with the same formula, charge and spin at 0.0 kcal per mole. The value obtained for the strongest force on any atom is 0.13 eV/A. As for the highest occupied orbital energy: -9.0 eV.